## 1
A cluster of 3 separate species, C4H9IN in total, computed with ωB97M-V/def2-TZVPD.

## Properties
multiplicity	1
net charge	+1
Kohn-Sham gap (alpha / beta)	4.079 / 4.082	eV
HOMO (alpha / beta)	-11.727 / -11.728	eV

```
15
Properties=species:S:1:pos:R:3:nbo_charge:R:1
H 0.299 2.192 1.123 0.348
C 1.615 -1.256 0.649 -0.516
C 1.062 2.611 0.426 -0.486
N 0.209 -2.684 -0.782 -0.771
C 1.364 -1.993 -0.479 0.050
C 1.079 2.163 -0.767 0.387
H 0.211 -3.415 -1.488 0.408
H -0.604 -2.611 -0.283 0.391
H 1.220 2.130 -1.752 0.227
H 1.803 3.390 0.603 0.346
I -3.532 0.258 -0.032 -0.124
H 2.165 -1.941 -1.293 0.209
H 0.926 -1.298 1.455 0.196
H -4.742 1.119 0.554 0.126
H 2.455 -0.656 0.820 0.208
```



## 2
The ion C4H9IN with charge +1, computed with ωB97M-V/def2-TZVPD.

## Properties
multiplicity	1
net charge	+1
Kohn-Sham gap	8.912	eV
HOMO	-12.739	eV

```
15
Properties=species:S:1:pos:R:3:nbo_charge:R:1
H 0.503 2.074 1.052 0.444
H -0.694 1.295 -1.478 0.253
C -0.425 -1.033 -0.411 -0.022
H -1.035 0.041 1.383 0.241
N 0.722 1.647 0.139 -0.690
H 1.411 -2.074 -0.668 0.256
C 0.815 -1.624 0.123 -0.678
C -1.209 -0.002 0.313 -0.416
H 0.543 -2.413 0.832 0.274
H 1.092 2.381 -0.479 0.461
H 1.467 0.935 0.298 0.434
C -0.475 1.061 -0.458 -0.169
H -0.786 -1.347 -1.375 0.242
H 1.441 -0.930 0.691 0.193
I -3.370 -0.010 0.038 0.176
```



## 3
A structure of composition C4H9IN, computed with ωB97M-V/def2-TZVPD.

## Properties
multiplicity	1
net charge	+1
Kohn-Sham gap	8.141	eV
HOMO	-11.855	eV

```
15
Properties=species:S:1:pos:R:3:nbo_charge:R:1
H 0.331 1.491 1.481 0.224
C 0.813 -0.789 0.326 -0.279
H -1.376 1.446 1.979 0.251
H 1.577 -0.031 0.591 0.249
H -0.114 2.135 -0.805 0.225
C -0.651 1.193 1.167 -0.478
H 0.864 -1.564 1.099 0.257
N 0.995 -1.333 -1.147 -0.641
C -0.520 -0.166 0.578 -0.243
H -1.508 -0.675 0.626 0.252
H 1.669 -0.900 -1.660 0.429
H 1.286 -2.260 -1.065 0.431
H 0.179 -1.336 -1.648 0.437
C -0.891 1.634 -0.239 -0.313
I -2.654 1.156 -1.284 0.198
```



Which one is most stable, and which one is least stable? 2 is the most stable of them, while 1 is the least stable.



## 1
An isolated molecule of C4H7FO, computed with ωB97M-V/def2-TZVPD.

## Properties
multiplicity	1
net charge	0
Kohn-Sham gap	10.168	eV
HOMO	-9.485	eV
SMILES string	C=C(CO)CF

```
13
Properties=species:S:1:pos:R:3:nbo_charge:R:1
H 1.088 -0.822 1.976 0.177
F -1.457 0.406 -1.617 -0.357
H 0.915 0.888 1.752 0.169
H 2.874 0.168 0.754 0.473
O 2.073 -0.046 0.241 -0.721
H 0.615 0.509 -1.550 0.202
C -1.320 -0.894 0.782 -0.390
C 0.986 -0.044 1.163 -0.093
C -0.288 0.612 -0.897 0.020
C -0.248 -0.215 0.319 -0.060
H -0.221 1.660 -0.459 0.168
H -1.274 -1.457 1.719 0.196
H -2.260 -0.980 0.227 0.215
```



## 2
A cluster of 2 separate species, C4H7FO in total, computed with ωB97M-V/def2-TZVPD.

## Properties
multiplicity	1
net charge	0
Kohn-Sham gap	10.085	eV
HOMO	-9.630	eV

```
13
Properties=species:S:1:pos:R:3:nbo_charge:R:1
C -1.019 -1.052 -0.240 -0.345
H 0.227 -0.171 1.437 0.231
C -0.020 -0.024 0.391 -0.342
C 1.034 0.564 -0.334 0.513
H 1.042 0.942 -1.410 0.223
F 2.074 -1.232 -0.733 -0.711
H -1.071 -1.242 -1.344 0.247
H -1.349 -1.835 0.488 0.237
H -1.476 1.030 -0.667 0.211
H -2.062 0.423 0.842 0.210
O 2.021 1.216 0.259 -0.607
H 2.088 1.089 1.257 0.498
C -1.488 0.292 0.053 -0.363
```



## 3
An isolated molecule of C4H7FO, computed with ωB97M-V/def2-TZVPD.

## Properties
multiplicity	1
net charge	0
Kohn-Sham gap	9.578	eV
HOMO	-8.572	eV
SMILES string	CO/C=C(\C)F

```
13
Properties=species:S:1:pos:R:3:nbo_charge:R:1
H 0.173 -1.807 -0.298 0.178
O 1.004 0.143 -0.472 -0.510
C 0.003 -0.722 -0.237 0.013
F -2.230 -1.216 -0.039 -0.326
H 2.916 0.545 0.037 0.198
H -2.417 1.333 -0.823 0.224
H -0.908 1.714 -0.057 0.234
H 2.043 -0.497 1.253 0.169
H -2.317 1.210 0.921 0.222
H 2.550 -1.196 -0.312 0.170
C 2.200 -0.251 0.138 -0.246
C -1.757 1.064 -0.023 -0.682
C -1.261 -0.321 -0.088 0.354
```



Which one is most stable, and which one is least stable? 1 is the most stable of them, while 2 is the least stable.



## 1
The ion C2H3O2S2 with charge -1, computed with ωB97M-V/def2-TZVPD.

## Properties
multiplicity	1
net charge	-1
Kohn-Sham gap	7.425	eV
HOMO	-3.549	eV
SMILES string	C=CS(=O)(=O)[S-]

```
9
Properties=species:S:1:pos:R:3:nbo_charge:R:1
O 2.108 1.359 -1.255 -0.980
S 2.371 0.778 0.045 1.974
C 0.861 0.007 0.497 -0.485
O 3.001 1.641 1.028 -0.962
H -0.900 -0.620 -0.280 0.164
S 3.507 -1.307 -0.053 -0.824
C 0.055 -0.111 -0.501 -0.357
H 0.644 -0.524 1.434 0.240
H 0.093 0.127 -1.563 0.229
```



## 2
A cluster of 2 separate species, C2H3O2S2 in total, computed with ωB97M-V/def2-TZVPD.

## Properties
multiplicity	1
net charge	-1
Kohn-Sham gap	6.772	eV
HOMO	-3.426	eV

```
9
Properties=species:S:1:pos:R:3:nbo_charge:R:1
S -2.222 0.926 -0.375 -0.008
S -0.137 -0.458 -1.819 1.477
C -0.933 0.010 -0.304 -0.405
O 0.176 -1.947 -1.611 -1.042
O 1.054 0.391 -1.802 -1.016
H -0.119 -0.015 2.275 0.172
H 1.107 -0.438 0.979 0.222
C 0.394 0.272 1.470 -0.604
H 0.681 1.258 1.188 0.203
```



Which one is most stable, and which one is least stable? 1 is the most stable of them, while 2 is the least stable.